1.
69
Properties=species:S:1:pos:R:3:forces:R:3 method="wB97M-V/def2-TZVPD" gap_ev=8.402 multiplicity=1 charge=0 homo_ev=-7.73 de_lowest_ev=1.128
H 8.0887 -0.2179 0.0897 0.059 -0.051 -0.014
H -3.9609 -2.4200 1.9125 -0.093 0.013 0.064
C 7.1917 1.5507 0.8940 0.014 0.117 0.073
H 3.1324 -1.6396 -1.0036 -0.015 -0.040 0.014
C 3.5034 0.4525 -0.7128 -0.175 0.088 -0.037
C -3.4806 -3.2656 1.4237 0.260 0.240 -0.062
O 1.2955 -0.2025 -3.1293 0.092 0.116 -0.287
C 0.7782 -3.4636 -0.5261 0.067 0.064 0.081
H -1.8766 -2.6971 -2.9693 0.116 0.040 -0.249
H -4.2532 5.5575 1.4315 0.062 0.045 0.052
H -3.3780 -4.3034 -1.3927 -0.147 -0.217 0.028
H -1.6962 3.6776 -0.5790 0.032 -0.013 -0.036
H 3.3398 3.2308 0.8685 0.030 -0.103 -0.047
C 0.2346 -5.2882 0.9350 -0.013 -0.113 -0.003
C -2.7110 3.6102 -0.9709 -0.316 0.041 -0.111
C -0.7573 -0.3879 -1.4232 0.229 -0.110 0.117
H 0.1371 -0.5375 0.9674 0.157 -0.011 -0.021
O -2.1319 -1.7081 0.1246 0.049 0.260 0.221
H -0.1453 -4.7604 2.9749 -0.018 -0.027 0.079
C -3.4052 2.2355 1.0084 -0.322 -0.003 -0.083
H 0.0680 -6.3434 1.0930 -0.012 -0.092 0.013
C 6.0528 2.3121 1.0441 0.020 0.084 0.055
H -4.2151 -4.0441 1.2413 -0.046 -0.035 -0.007
C 7.1727 0.3470 0.1835 0.158 -0.173 -0.060
H -2.7134 -3.6538 2.0937 0.000 -0.041 0.079
C -3.5471 4.7755 -0.4517 0.259 0.015 0.112
H -5.2621 3.3155 1.1467 -0.097 0.011 0.033
C 1.5792 -0.4962 -1.9812 0.255 -0.153 -0.099
N -2.5604 1.1495 -1.0343 -0.303 0.026 -0.172
C 0.8395 -1.0783 0.3269 0.145 -0.129 0.207
C 6.0166 -0.1259 -0.3948 -0.033 0.041 0.011
C 4.8487 0.6240 -0.2607 0.006 0.374 0.260
H 6.0105 -1.0563 -0.9433 0.026 -0.105 -0.055
C -2.8661 -2.8409 0.1395 -0.351 -0.725 -0.309
C 4.8823 1.8413 0.4628 0.409 -0.419 -0.132
H -4.3308 2.1923 -0.9362 0.071 -0.011 0.019
C -2.0927 -2.5631 -1.9292 0.167 0.636 0.300
C 0.6445 -2.5643 0.5225 0.047 -0.109 0.033
H 0.6686 -5.5034 -1.1490 0.005 -0.068 -0.075
H -4.2845 3.3665 2.6158 -0.093 -0.021 0.007
C -1.6549 -1.5463 -1.1343 -0.109 -0.226 -1.005
H 1.7599 1.7712 -0.3858 -0.258 0.020 -0.016
H -3.0976 5.7180 -0.7692 -0.070 0.029 -0.062
C -3.6410 4.7288 1.0702 -0.324 0.006 -0.109
C -2.8773 -3.4032 -1.1017 -0.046 0.167 0.515
H -2.6415 4.8368 1.4958 0.066 0.054 0.061
C 3.0160 -0.6963 -1.5449 0.087 0.203 -0.069
C 0.1124 -4.3988 1.9895 0.005 -0.031 0.122
C 2.7997 1.5337 -0.2664 -0.029 -0.259 -0.189
H -4.5516 4.7234 -0.8796 -0.072 0.064 -0.040
C 0.3138 -3.0464 1.7829 0.067 0.015 -0.075
H -0.7226 -0.2190 -2.5091 -0.118 -0.078 0.286
H 8.1196 1.8881 1.3319 0.057 0.039 0.039
C 0.5701 -4.8166 -0.3215 0.034 -0.083 -0.015
H 1.0298 -3.1055 -1.5139 -0.015 0.030 -0.087
C -1.2688 0.9029 -0.7539 -0.241 -0.366 -0.432
H 3.6188 -0.7548 -2.4557 -0.163 -0.087 0.055
H -3.8423 1.2844 1.3214 0.050 -0.044 -0.001
C -4.2404 3.4020 1.5257 0.267 0.028 0.102
H -2.3944 2.2956 1.4124 0.030 -0.049 0.016
N 0.6198 -0.6472 -1.0337 -0.461 0.222 0.114
O -0.5582 1.6096 -0.0703 0.299 0.269 0.244
H 6.0672 3.2430 1.5923 0.034 0.082 0.058
H -2.6578 3.6358 -2.0614 0.052 -0.030 -0.020
H -3.0486 0.4789 -1.6058 0.073 -0.050 0.051
H 1.8442 -0.7901 0.6444 -0.131 0.035 -0.012
H 0.2065 -2.3517 2.6040 -0.041 0.090 0.104
N 3.6238 2.3654 0.4434 -0.156 0.343 0.129
C -3.3212 2.2816 -0.5193 0.410 0.164 0.238

2.
96
Properties=species:S:1:pos:R:3:forces:R:3 method="wB97M-V/def2-TZVPD" gap_ev=7.757 multiplicity=1 charge=0 homo_ev=-7.72
H -2.1453 -2.6384 0.9260 0.533 0.432 -2.430
H 0.4189 -3.0002 -1.0466 -1.527 -0.716 1.682
H 0.7792 1.6759 1.8488 0.775 -0.993 -3.607
C -5.9767 0.0432 5.8786 0.187 0.197 0.014
Br 3.4868 0.0798 -6.6970 0.197 0.141 -0.041
C 5.8484 3.8783 2.4799 0.147 -0.106 0.192
H 0.4684 -3.8375 -7.6476 0.061 0.156 -0.121
Br 4.3868 -3.2631 0.2887 -0.081 0.084 0.070
H 6.5885 3.9363 3.2832 -0.166 0.037 -0.120
C -0.4106 -3.4349 -0.3286 -1.137 -0.788 -0.233
C 4.7483 4.8916 2.6946 -0.018 0.258 -0.128
H 2.8360 2.2209 -5.5847 0.322 -0.061 0.015
Br 1.2924 -1.0596 -10.1688 0.034 -0.126 0.011
H 1.2022 -0.3501 -5.6741 -0.244 0.163 0.151
H 3.7360 -1.1219 1.4010 0.248 -0.041 -0.095
C -6.1181 0.7736 -0.6485 0.041 0.127 0.243
O 2.0904 0.4619 0.1897 -4.066 3.357 3.329
H -0.6726 -4.1427 1.9100 1.614 0.632 -1.553
H -5.3374 1.3939 -1.2752 -1.363 -1.443 1.246
C -5.4424 -0.3173 0.3820 0.581 0.044 1.065
C -2.9502 0.0580 -0.6821 -0.976 1.407 -0.094
H 1.2821 -3.5581 -10.1232 -0.082 0.171 0.255
Br 2.8706 -3.2562 -7.6542 -0.130 0.048 0.002
Br 0.4071 0.3852 8.7753 0.086 -0.016 -0.128
H 0.1588 1.7114 5.1793 0.009 -0.133 0.108
Br -1.7497 1.7956 -4.4766 0.100 0.037 0.088
H 5.1689 5.8841 2.8791 -0.004 -0.214 -0.019
H -0.5167 -0.7256 -5.3896 0.075 0.269 0.117
H -6.8330 0.2280 -1.4159 1.313 1.300 1.729
H -3.7617 1.0329 1.2164 -0.096 -2.426 -0.846
Br 3.6533 5.0949 1.0935 0.087 0.119 0.153
H 0.5345 -1.4682 3.7860 -0.989 0.926 -3.820
H 1.0337 -3.2625 1.4486 -1.899 -1.692 -0.333
F -2.7054 -2.8344 -1.1611 1.428 1.156 1.401
H 0.7360 2.0062 -4.6253 -0.160 -0.255 -0.019
C -0.0503 -1.0028 2.8658 -2.796 0.428 -10.316
Br -4.1281 -0.5166 5.6073 -0.089 0.024 -0.079
C 0.3205 -0.0943 -5.0797 0.262 -0.194 -0.024
C 0.9826 -2.9557 -8.0406 0.070 -0.272 0.115
C -1.7101 -2.3959 -0.1567 0.560 -3.258 1.539
C 0.9148 1.3741 0.6366 1.113 -1.815 -3.118
C 0.1675 -3.9880 1.1085 0.709 -0.394 -1.029
H -6.4434 0.9271 2.1097 0.344 -2.272 -0.627
C -3.8424 -0.0397 0.6990 -0.934 0.713 -0.454
H -6.6927 1.5725 0.0250 1.000 -1.805 -1.704
C 5.8077 -1.4692 2.0163 0.062 0.146 0.085
H -7.2012 -0.8483 1.8616 1.869 1.521 -0.037
H 2.3549 2.7933 0.7164 0.414 -1.896 -0.365
H -0.2950 -0.8830 -1.3555 -0.798 0.090 1.120
H 4.0588 2.4789 -6.8557 -0.009 -0.080 0.182
H 1.8763 0.5172 6.7583 -0.272 0.119 -0.004
H -6.5149 -0.1730 4.9514 0.077 -0.017 0.282
H -0.8413 -4.3937 -0.8950 0.741 2.228 1.140
C -6.2126 -0.2022 1.8562 0.045 -0.406 0.024
Br -0.4132 -0.6877 5.3380 -1.196 1.140 3.195
Br 5.2071 -2.1902 3.7260 0.057 -0.016 -0.050
H 0.6041 -5.0764 0.8847 -0.695 2.457 0.610
H -5.9274 1.1265 6.0207 -0.055 -0.198 0.032
C 0.7435 -2.8172 -9.5261 -0.219 0.156 -0.113
H -0.3246 -2.8816 -9.7523 0.178 -0.010 0.109
C -0.1092 1.1033 6.0480 0.020 0.010 0.026
H -5.5461 -0.6034 2.7457 -1.159 0.661 -1.937
C -0.5773 1.2464 -0.3377 2.857 2.213 2.776
C 1.0077 1.1061 7.0656 0.016 0.166 0.245
H 6.1269 -0.4465 2.2356 -0.077 -0.242 -0.103
H 4.0718 4.6307 3.5130 0.232 -0.032 -0.205
H -3.4470 -0.4310 -1.6219 0.978 0.474 2.024
C 2.2551 2.0522 -0.2175 0.086 -0.118 2.620
H 0.6756 -2.0762 -7.4676 0.069 -0.166 -0.247
H 6.6763 -2.0581 1.7090 -0.283 0.090 0.024
H 5.7763 1.2847 -5.2767 -0.288 0.127 -0.047
H -2.8666 1.2224 -0.9319 -0.151 -2.666 0.384
Br -7.0548 -2.4795 6.7119 0.092 0.088 0.069
H -3.4755 -0.8692 1.4406 -0.625 1.673 -1.458
C 4.6908 -1.4720 0.9987 0.020 -0.007 -0.168
H -5.9100 -0.6398 7.9568 -0.092 0.033 -0.295
C 0.0242 1.3842 -5.1754 -0.111 0.025 -0.216
H -0.0006 1.7059 -6.2205 0.021 -0.122 0.139
P -1.1945 -0.5613 -0.2614 -0.584 0.746 -0.040
Br 0.7745 -0.6068 -3.2535 0.253 0.088 -0.860
H 4.9588 -0.8639 0.1300 -0.017 -0.060 0.181
H 5.2269 2.8964 -4.7501 -0.098 -0.151 -0.111
Br 5.1561 2.0566 2.5596 -0.045 0.161 -0.076
H -0.2937 1.6335 -1.4048 -0.663 -0.784 2.062
H 6.3553 3.9853 1.5167 -0.224 0.037 0.225
C -0.6509 -0.7099 1.6039 4.294 -2.444 8.792
C 3.7908 1.8708 -5.9870 0.061 -0.014 -0.280
C 4.9077 1.8736 -4.9694 0.075 0.123 0.313
Br 4.3071 1.1527 -3.2597 0.020 0.027 -0.163
H 1.3269 2.1289 7.2849 -0.091 -0.156 -0.104
H 3.3693 1.7662 -0.1462 -1.163 1.119 -1.449
C -6.5787 -0.6267 7.0918 -0.277 -0.059 0.034
H -1.2427 2.0152 0.2851 1.158 -1.605 -1.589
H -7.5189 -0.1435 7.3722 0.180 -0.035 -0.097
H -5.4961 -1.4355 -0.0196 -0.085 2.472 0.755
H -1.0640 1.4534 6.4503 0.261 -0.114 -0.018

3.
10
Properties=species:S:1:pos:R:3:forces:R:3 method="wB97M-V/def2-TZVPD" gap_ev=10.258 multiplicity=1 charge=0 homo_ev=-9.23 de_lowest_ev=2.024
N 0.0697 -1.3997 -0.2497 -0.400 0.189 0.127
O 1.4365 -1.2070 -0.0914 0.162 -0.356 0.291
C 1.6573 0.0742 0.1648 -0.050 -0.298 0.085
H 2.6759 0.3825 0.3394 0.034 -0.102 -0.180
N -1.8429 -0.0289 -0.2708 0.016 -0.054 0.056
C 0.5057 0.7731 0.1778 0.780 0.162 -0.776
H 0.6037 1.8164 -0.0354 -0.898 0.591 0.601
H -2.2383 0.6826 0.3270 0.064 -0.099 -0.085
C -0.4823 -0.2169 -0.1073 0.182 -0.168 -0.104
H -2.3752 -0.8901 -0.2528 0.109 0.136 -0.015